1.
Entry from the Open Molecules 2025 dataset: the molecule C4H5NO2 in a non-equilibrium geometry (ωB97M-V/def2-TZVPD).

XYZ file:
```
12
Properties=species:S:1:pos:R:3:forces:R:3:lowdin_charge:R:1
O -1.897 0.665 -1.044 0.9 -0.1 0.2 0.12
C -0.721 0.532 -1.190 0.1 1.8 -1.0 -0.30
C -0.304 -0.765 0.569 0.8 -1.1 1.8 -0.28
C 0.782 -1.425 0.149 0.0 -0.3 -0.1 0.04
N -0.030 0.373 1.357 -0.4 0.8 -0.2 0.09
C 0.329 1.407 0.737 -0.5 -0.2 0.3 -0.22
O 0.265 1.469 -0.614 -0.8 -0.5 -0.5 -0.01
H -0.226 -0.038 -1.975 0.0 0.0 0.0 0.14
H -1.294 -1.209 0.634 0.2 0.0 0.3 0.13
H 1.699 -0.870 -0.043 0.0 -0.2 0.5 0.08
H 0.826 -2.502 0.172 -0.2 -0.2 -1.0 0.06
H 0.705 2.276 1.279 -0.1 0.0 -0.5 0.14
```
Positions in Å, forces in eV/Å.

Output
gap between HOMO and LUMO = 9.3900 eV
multiplicity = 1
relative energy (zero: lowest compared OMol25 entry of this formula, charge and spin) = 277.02 kJ/mol
max |F| = 0.0448 hartree/bohr



2.
Entry from the Open Molecules 2025 dataset: a structure of composition C27H30Br21Cl2F5NO9P2 in a non-equilibrium geometry (ωB97M-V/def2-TZVPD).

XYZ file:
```
97
Properties=species:S:1:pos:R:3:forces:R:3:lowdin_charge:R:1
C -4.131 5.664 2.695 -0.3 -0.3 -0.3 0.02
C -5.021 5.021 1.896 0.8 0.0 -0.5 -0.04
C -4.563 3.951 0.929 -1.1 -1.4 2.3 -0.49
O -5.022 2.827 0.929 0.3 0.3 -0.7 0.09
O -3.608 4.377 0.081 -0.7 0.1 -0.2 0.01
C -3.356 3.447 -0.979 0.8 -0.7 -0.4 -0.15
C -2.351 2.375 -0.493 0.0 0.6 0.2 -0.16
C -0.883 2.786 -0.792 -0.2 -0.8 0.1 -0.18
C -0.210 1.976 -1.943 -0.1 0.8 0.5 -0.17
C 1.226 1.541 -1.548 -0.6 -0.6 -0.9 -0.16
C 1.188 0.089 -0.970 -0.8 0.9 -0.6 -0.17
N 1.901 -0.038 0.328 -0.2 -0.3 -0.7 0.05
C 3.246 -0.101 0.294 0.6 0.0 -0.8 -0.45
Cl 4.010 0.023 -1.235 -0.4 -0.1 0.3 0.97
C 3.995 -0.256 1.436 0.1 -0.3 -0.1 -0.03
C 5.506 -0.360 1.330 1.1 0.7 -0.7 -0.38
F 5.892 -1.307 0.453 -0.5 -0.2 0.0 0.13
F 6.111 -0.666 2.483 -0.6 0.1 0.3 0.17
C 6.163 1.018 0.830 1.1 0.0 0.9 -0.55
F 6.817 0.856 -0.307 -0.6 0.1 -0.3 0.18
F 5.272 2.011 0.754 -0.1 -0.2 -0.3 0.16
F 7.083 1.398 1.726 -0.3 0.0 0.1 0.16
C 3.300 -0.301 2.627 0.5 -0.5 1.4 -0.02
C 4.056 -0.419 3.955 0.8 0.6 0.3 -0.50
O 4.241 0.551 4.635 -0.2 -0.8 -0.7 0.18
O 4.518 -1.683 4.264 -2.1 1.1 0.3 -0.03
P 3.850 -2.410 5.591 1.3 -2.7 1.9 0.38
O 4.774 -3.413 6.066 0.7 -0.1 -0.3 -0.20
O 3.544 -1.386 6.781 -0.8 0.3 -1.8 -0.08
O 2.485 -3.153 5.157 0.1 1.7 -0.4 -0.10
C 1.914 -0.205 2.700 -0.4 0.0 -0.8 -0.20
P 1.206 -0.219 4.421 0.9 -0.1 1.0 0.67
O -0.152 -1.129 4.458 0.1 1.2 -0.3 -0.30
Cl 0.593 1.756 4.658 -0.1 -0.6 -0.4 0.32
C 1.229 -0.085 1.492 -0.9 0.8 1.2 -0.12
C -0.269 0.024 1.517 -0.1 -2.0 -1.7 -0.03
C -0.780 -1.410 1.093 -2.0 -0.2 1.1 -0.30
C -1.840 -1.992 2.020 3.0 -0.9 -0.5 -0.04
O -0.399 -2.433 1.953 0.8 1.3 0.3 -0.07
H -3.521 5.053 3.367 1.3 0.3 -1.2 0.06
H -3.995 6.745 2.636 -1.1 0.0 1.6 0.05
H -6.092 5.228 1.880 0.4 1.0 -1.1 0.12
H -2.877 4.013 -1.784 -0.2 0.2 0.2 0.13
H -4.273 3.017 -1.388 0.0 0.1 0.4 0.13
H -2.609 1.387 -0.896 0.1 0.2 -0.1 0.11
H -2.475 2.304 0.595 -0.1 -0.1 -0.2 0.11
H -0.288 2.624 0.118 -0.1 0.2 -0.1 0.09
H -0.851 3.861 -0.995 0.1 -0.2 0.0 0.12
H -0.842 1.115 -2.196 0.2 0.0 0.0 0.11
H -0.195 2.612 -2.834 0.2 -0.2 0.1 0.12
H 1.628 2.257 -0.826 0.2 -0.1 -0.2 0.12
H 1.813 1.524 -2.471 0.3 0.1 0.4 0.09
H 0.131 -0.142 -0.858 0.4 -0.2 0.5 0.09
H 1.548 -0.647 -1.697 0.3 0.3 0.7 -0.02
H 2.886 -0.736 6.474 0.1 0.3 0.4 0.03
H 1.751 -2.860 5.716 -0.1 -0.2 -0.1 0.07
H -0.815 -0.603 4.938 -0.2 -0.4 0.0 0.07
H -0.669 0.228 2.503 0.2 0.3 -0.1 0.09
H -0.662 0.661 0.725 0.1 0.5 0.6 0.10
H -0.887 -1.612 0.027 0.4 -0.1 0.2 0.13
H -2.069 -1.367 2.876 -0.3 -0.4 0.1 0.10
H -2.164 -3.017 1.883 -1.9 0.8 -0.5 0.09
C -2.136 8.164 5.339 0.0 0.1 0.0 -1.63
Br -2.474 6.487 6.227 0.0 0.1 -0.1 0.56
Br -1.032 7.933 3.768 -0.2 0.0 0.1 0.56
Br -3.773 9.104 4.940 0.2 -0.1 0.0 0.58
H -1.578 8.780 6.030 0.0 0.0 0.0 -0.03
C 3.171 -2.495 -4.889 0.2 -0.1 -0.1 -1.61
Br 3.904 -4.012 -3.962 -0.1 0.1 0.0 0.61
Br 1.824 -1.599 -3.827 0.0 -0.2 -0.4 0.64
Br 4.541 -1.269 -5.461 -0.1 0.0 0.1 0.60
H 2.677 -2.866 -5.777 -0.1 0.0 0.0 -0.02
C -4.771 -3.629 -0.720 0.1 -0.1 -0.1 -1.60
Br -3.899 -4.422 -2.244 -0.1 0.1 0.3 0.55
Br -4.586 -4.720 0.859 0.0 0.1 -0.1 0.60
Br -4.158 -1.823 -0.420 -0.1 0.0 -0.1 0.60
H -5.828 -3.573 -0.945 0.0 0.0 0.0 -0.02
C -3.072 -5.335 -6.247 0.1 0.1 -0.2 -1.64
Br -2.182 -6.101 -7.770 0.0 0.0 0.1 0.60
Br -2.917 -6.459 -4.686 0.1 -0.1 -0.2 0.56
Br -2.470 -3.539 -5.891 0.1 -0.1 0.0 0.53
H -4.122 -5.276 -6.489 0.0 0.0 0.0 -0.13
C -6.333 -8.086 -5.390 0.0 -0.1 0.1 -1.64
Br -6.508 -9.788 -6.270 0.0 0.1 0.0 0.60
Br -6.378 -6.625 -6.652 -0.1 -0.1 0.0 0.61
Br -7.642 -7.859 -3.995 0.1 0.0 -0.1 0.58
H -5.359 -8.067 -4.920 0.0 0.0 0.0 -0.08
C 10.121 2.386 2.948 0.0 0.0 0.0 -1.66
Br 10.964 1.549 1.429 -0.1 0.0 0.1 0.57
Br 10.264 1.297 4.531 0.0 0.1 -0.1 0.58
Br 10.789 4.169 3.241 0.0 -0.1 0.0 0.58
H 9.070 2.474 2.718 0.0 0.0 0.0 -0.06
C -4.499 -0.988 -9.001 0.1 -0.1 0.0 -1.63
Br -3.999 0.478 -7.851 0.0 -0.1 0.0 0.56
Br -2.970 -1.750 -9.892 -0.1 0.0 0.1 0.57
Br -5.505 -2.326 -8.048 0.0 0.0 0.0 0.55
H -5.148 -0.586 -9.766 0.0 0.0 0.0 -0.03
```
Positions in Å, forces in eV/Å.

Output
gap between HOMO and LUMO = 5.9112 eV
multiplicity = 1
max |F| = 0.0684 hartree/bohr
net charge = +1



3.
Entry from the Open Molecules 2025 dataset: the molecule C4H2Br2N2O4S in a non-equilibrium geometry (ωB97M-V/def2-TZVPD).

XYZ file:
```
15
Properties=species:S:1:pos:R:3:forces:R:3:lowdin_charge:R:1
C 1.103 -0.027 0.375 -1.8 1.9 2.2 -0.73
C -0.300 -0.180 -0.212 0.9 1.2 0.9 -0.23
C 2.121 -0.132 -0.685 1.0 0.5 -0.7 -0.73
C -1.446 0.315 0.288 0.1 -1.0 -0.8 -0.53
N -0.291 -0.887 -1.527 -2.8 0.3 1.7 -0.39
N -1.593 0.976 1.614 1.0 0.0 -1.2 -0.43
O -0.196 -2.093 -1.364 0.6 0.5 -1.2 0.11
O -0.658 -0.227 -2.474 1.1 -1.0 -0.3 0.10
O -0.684 0.871 2.381 1.4 -0.5 1.0 0.05
O -2.560 1.631 1.786 -1.9 0.9 0.2 0.07
S 2.926 1.166 -1.185 0.0 -0.3 0.0 0.78
Br 1.303 -1.427 1.731 0.4 -0.1 -0.1 0.77
Br -3.083 0.109 -0.550 -0.3 -0.1 -0.3 0.94
H 1.092 1.009 1.004 0.4 -2.6 -1.8 0.15
H 2.268 -1.105 -1.183 -0.1 0.3 0.4 0.07
```
Positions in Å, forces in eV/Å.

Output
gap between HOMO and LUMO = 7.9476 eV
multiplicity = 1
relative energy (zero: lowest compared OMol25 entry of this formula, charge and spin) = 91.58 kJ/mol
max |F| = 0.0662 hartree/bohr



4.
Entry from the Open Molecules 2025 dataset: a structure of composition C34H37CsN6O2S3Si (ωB97M-V/def2-TZVPD).

XYZ file:
```
84
Properties=species:S:1:pos:R:3:forces:R:3:lowdin_charge:R:1
Cs 1.091 -0.769 -2.267 0.2 0.4 0.2 0.51
N 1.506 1.563 1.352 0.0 0.0 0.2 0.09
C 2.129 0.432 1.743 0.0 0.0 0.0 -0.69
N 1.915 -0.738 1.248 0.0 0.0 0.0 0.11
C 2.752 -1.685 1.809 0.0 0.1 0.0 -0.32
C 2.750 -3.041 1.483 0.0 0.0 0.0 -0.02
C 3.680 -3.871 2.084 0.0 0.0 0.0 -0.09
C 4.603 -3.381 3.010 0.0 0.0 0.0 -0.12
C 4.598 -2.039 3.365 0.0 0.0 0.0 -0.12
C 3.666 -1.207 2.763 0.0 0.0 0.0 -0.50
S 3.417 0.507 2.985 0.0 0.0 -0.1 1.00
H 0.578 1.451 0.842 0.0 0.0 -0.1 0.03
H 1.562 2.336 1.994 0.0 0.0 0.0 0.07
H 2.028 -3.420 0.767 0.0 0.0 0.0 0.09
H 3.690 -4.922 1.821 0.0 0.0 0.0 0.10
H 5.328 -4.050 3.458 0.0 0.0 0.0 0.09
H 5.309 -1.652 4.085 0.0 0.0 0.0 0.09
C -3.045 -3.049 -2.828 -0.2 0.0 0.1 -0.11
N -2.118 -3.461 -1.791 0.4 -0.4 0.1 -0.10
C -1.150 -4.521 -2.089 -0.2 0.0 0.0 -0.09
C -0.045 -4.217 -1.090 0.0 -0.1 -0.1 -0.52
O 0.914 -4.946 -0.857 0.0 0.0 0.0 -0.02
N -0.285 -3.005 -0.513 0.2 0.0 0.1 0.11
C -1.424 -2.572 -1.046 -0.3 0.3 0.0 -0.51
N -1.874 -1.327 -0.864 -0.2 -0.2 0.3 0.19
H -3.537 -3.945 -3.208 0.0 0.0 0.0 0.08
H -2.476 -2.554 -3.633 0.0 0.1 -0.1 -0.06
H -3.821 -2.408 -2.398 0.0 0.0 -0.1 0.07
H -0.770 -4.368 -3.116 0.0 0.0 0.1 0.05
H -1.556 -5.524 -1.942 0.0 0.0 0.0 0.12
H -1.371 -0.622 -0.326 0.1 -0.1 -0.1 0.05
H -2.751 -1.061 -1.272 0.1 0.1 -0.1 0.08
S 5.551 -3.856 -1.314 0.0 0.0 0.1 1.04
C 4.057 -3.001 -1.577 -0.1 -0.1 0.0 -0.44
N 4.005 -1.796 -1.141 0.0 0.1 -0.3 0.02
C 5.202 -1.438 -0.548 0.0 -0.1 0.1 -0.32
C 5.455 -0.206 0.051 0.0 0.0 0.0 -0.02
C 6.682 0.005 0.646 0.0 0.0 0.0 -0.09
C 7.659 -0.999 0.650 0.0 0.0 0.0 -0.11
C 7.421 -2.227 0.063 0.0 0.0 0.0 -0.10
C 6.182 -2.441 -0.534 0.0 -0.1 0.0 -0.48
H 3.224 -3.504 -2.059 0.0 0.0 0.0 0.09
H 4.678 0.548 0.056 0.0 0.0 0.0 0.11
H 6.885 0.951 1.130 0.0 0.0 0.0 0.10
H 8.613 -0.814 1.129 0.0 0.0 0.0 0.09
H 8.174 -3.005 0.079 0.0 0.0 0.0 0.10
S -0.304 -2.161 -4.624 -0.1 -0.1 -0.1 -0.85
C -4.250 2.539 2.195 0.0 0.0 0.0 -0.11
C -3.096 1.608 1.816 0.0 0.0 0.0 -0.60
C -3.618 0.170 1.746 0.0 0.0 0.0 -0.10
C -2.034 1.687 2.921 0.0 0.0 0.0 -0.10
Si -2.184 2.044 0.180 0.1 0.1 -0.1 0.44
O -0.784 1.308 0.047 -0.1 -0.1 0.1 -0.38
C -1.946 3.940 0.174 -0.1 0.0 0.0 -0.19
C -3.002 4.854 0.097 0.0 0.0 0.0 -0.11
C -2.784 6.225 0.093 0.0 0.0 0.0 -0.11
C -1.488 6.721 0.162 0.0 0.0 0.0 -0.12
C -0.421 5.836 0.219 0.0 0.0 0.0 -0.10
C -0.653 4.465 0.221 0.0 0.0 0.0 -0.09
C -3.246 1.621 -1.337 0.0 0.1 0.0 -0.21
C -4.639 1.666 -1.446 0.0 0.0 0.0 -0.11
C -5.287 1.278 -2.613 0.0 0.0 0.0 -0.11
C -4.553 0.820 -3.700 0.0 0.0 0.0 -0.10
C -3.167 0.765 -3.624 0.0 0.0 -0.1 -0.07
C -2.534 1.179 -2.460 -0.1 0.0 0.0 -0.11
H -4.691 2.215 3.147 0.0 0.0 0.0 0.07
H -5.049 2.535 1.451 0.0 0.0 0.0 0.06
H -3.914 3.570 2.321 0.0 0.0 0.0 0.06
H -4.048 -0.124 2.713 0.0 0.0 0.0 0.08
H -2.822 -0.539 1.511 0.0 0.0 0.0 0.07
H -4.395 0.058 0.985 0.0 0.0 0.0 0.07
H -2.479 1.437 3.893 0.0 0.0 0.0 0.08
H -1.611 2.694 2.997 0.0 0.0 0.0 0.08
H -1.216 0.991 2.726 0.0 0.0 0.0 0.07
H -4.020 4.487 0.023 0.0 0.0 0.0 0.09
H -3.623 6.909 0.030 0.0 0.0 0.0 0.09
H -1.312 7.791 0.157 0.0 0.0 0.0 0.09
H 0.595 6.214 0.253 0.0 0.0 0.0 0.09
H 0.186 3.777 0.237 0.0 0.0 0.0 0.09
H -5.241 1.990 -0.605 0.0 0.0 0.0 0.08
H -6.370 1.313 -2.667 0.0 0.0 0.0 0.09
H -5.059 0.489 -4.600 0.0 0.0 0.0 0.09
H -2.570 0.370 -4.439 0.0 -0.1 0.0 0.08
H -1.455 1.107 -2.400 0.0 0.0 0.0 0.07
```
Positions in Å, forces in eV/Å.

Output
gap between HOMO and LUMO = 3.0714 eV
multiplicity = 1
relative energy (zero: lowest compared OMol25 entry of this formula, charge and spin) = 154.36 kJ/mol
max |F| = 0.0115 hartree/bohr
net charge = -2



5.
Entry from the Open Molecules 2025 dataset: the molecule C4H4IN in a non-equilibrium geometry (ωB97M-V/def2-TZVPD).

XYZ file:
```
10
Properties=species:S:1:pos:R:3:forces:R:3:lowdin_charge:R:1
C 0.928 -0.457 0.445 0.1 -0.8 -0.3 -0.17
C -0.371 -0.744 0.761 1.2 2.0 -1.2 -0.03
C 1.008 0.630 -0.474 -7.8 1.5 -2.0 -0.81
C -1.197 0.211 -0.048 2.4 0.3 1.0 -0.31
N -0.402 1.018 -0.901 6.9 -1.2 1.3 0.02
I 2.635 1.468 -1.342 0.3 0.1 -0.1 0.89
H 1.863 -0.990 0.497 -0.1 -0.5 1.0 0.09
H -0.902 -1.586 1.114 0.3 -0.9 1.0 0.09
H -1.793 -0.516 -0.477 -1.9 -1.0 -1.9 0.10
H -1.767 0.966 0.425 -1.2 0.4 1.1 0.12
```
Positions in Å, forces in eV/Å.

Output
gap between HOMO and LUMO (alpha / beta) = 8.9124 / 8.9135 eV
multiplicity = 1
relative energy (zero: lowest compared OMol25 entry of this formula, charge and spin) = 234.63 kJ/mol
max |F| = 0.1596 hartree/bohr